ORCA calculation (ωB97M-V/def2-TZVPD) on the molecule C4H3Cl2N at a distorted geometry.

Results
Multiplicity ... 3
<S²> ... 2.0120
Orbital gap (alpha / beta) ... 6.745 / 8.289 eV
Relative energy (zero: lowest compared OMol25 entry of this formula, charge and spin) ... 130.4 kJ/mol
LUMO (alpha / beta) ... 0.5 / -3.5 eV
Strongest force on any atom ... 0.2816 hartree/bohr

```
10
C4H3Cl2N ωB97M-V/def2-TZVPD
H -0.793 0.476 0.244
C 0.954 -0.199 1.140
H -0.250 -0.984 -0.473
N 2.635 -1.466 4.192
C 0.821 -0.966 2.189
Cl -0.520 -2.014 2.437
C 0.098 -0.030 -0.020
C 1.899 -1.201 3.365
Cl 2.445 0.721 0.935
H 0.514 0.571 -0.747
```

ORCA calculation (ωB97M-V/def2-TZVPD) on a cluster of 19 separate species, C38H114O38 in total at a distorted geometry.

Results
Orbital gap ... 9.160 eV
Relative energy (zero: lowest compared OMol25 entry of this formula, charge and spin) ... 293.3 kJ/mol
LUMO ... -0.3 eV
Strongest force on any atom ... 0.0840 hartree/bohr

```
190
C38H114O38 ωB97M-V/def2-TZVPD
C -21.495 -4.464 4.112
H -24.219 -9.470 4.735
C -22.838 -2.441 -0.098
H -26.159 -10.336 3.228
O -21.239 -4.798 2.812
H -20.122 -2.911 4.099
H -25.202 -14.008 7.367
H -28.565 -6.642 7.144
O -20.335 -9.763 1.402
H -25.716 -6.348 9.433
O -24.131 -7.759 4.405
H -27.423 -13.492 6.326
H -28.608 -5.537 4.763
H -25.681 -12.388 9.197
H -19.500 -9.659 0.941
H -26.523 -9.543 7.589
H -28.553 -5.027 0.640
H -20.149 -7.733 1.172
H -26.589 -11.847 7.780
H -30.479 -9.370 1.647
H -34.037 -5.314 -0.338
H -21.632 -4.123 2.253
O -18.619 -7.701 3.214
C -24.826 -11.479 2.645
H -24.407 -5.313 9.064
H -21.350 -10.888 4.986
O -21.890 -2.083 3.351
C -28.695 -8.805 0.626
C -23.789 -7.652 -0.191
H -28.383 -4.978 7.083
O -24.668 -2.794 6.864
O -26.907 -3.059 -0.781
O -22.020 -5.292 7.722
C -26.543 -7.358 4.157
C -21.341 -4.331 9.862
H -26.370 -2.265 -0.740
O -20.116 -4.972 9.981
O -22.236 -2.763 -2.506
C -21.188 -2.965 4.317
H -30.336 -4.627 7.720
C -20.946 -10.506 5.923
H -19.871 -10.357 5.815
C -28.428 -12.838 3.663
H -26.023 -1.464 6.111
H -24.323 -11.916 1.782
C -20.600 -8.426 1.881
H -26.291 -2.992 1.126
H -19.690 -4.522 10.715
H -26.648 -6.968 5.170
H -22.254 -3.413 -3.213
H -21.352 -3.449 10.501
C -22.687 -7.654 -1.278
H -23.347 -5.514 6.739
H -32.750 -6.550 -1.567
H -32.496 -5.306 1.610
O -24.117 -1.107 4.475
H -21.743 -7.270 -0.892
H -23.652 -2.716 0.572
H -29.605 -7.604 3.212
H -24.760 -7.816 -0.660
C -25.588 -11.998 8.183
H -27.282 -6.974 3.454
O -30.284 -5.583 7.648
H -26.759 -8.899 5.213
H -22.732 -1.776 3.695
H -23.452 -9.799 2.826
C -32.075 -9.782 5.822
O -28.118 -9.668 9.744
H -23.920 -7.537 7.707
C -25.593 -2.433 5.858
H -17.176 -7.885 7.594
H -24.832 -6.229 0.693
C -32.125 -5.578 0.622
H -21.662 -8.213 2.004
C -29.492 -5.679 5.385
O -29.796 -7.548 2.273
H -22.424 -3.316 8.347
H -31.816 -9.247 6.735
O -26.734 -8.770 4.262
C -24.670 -6.793 7.439
H -29.586 -12.083 5.183
O -29.992 -6.948 4.971
H -24.203 -2.011 7.168
H -26.948 -9.303 1.348
H -27.056 -6.631 1.271
H -22.579 -9.578 5.889
H -20.772 -3.634 7.960
H -27.972 -11.496 5.187
H -27.494 -13.366 3.469
C -33.023 -4.980 -0.555
H -22.154 -4.940 10.256
O -25.885 -10.647 2.363
O -26.622 -5.785 1.135
O -32.640 -5.613 -1.748
H -23.854 -12.882 7.285
H -32.972 -3.896 -0.659
C -18.968 -7.504 6.468
H -18.669 -8.268 8.435
C -29.118 -5.750 6.850
O -18.128 -6.278 8.318
H -31.230 -7.297 1.078
H -20.964 -10.484 8.648
O -32.698 -7.724 4.865
C -24.933 -12.972 7.160
H -28.494 -12.045 2.919
O -23.979 -10.399 4.716
H -26.367 -3.200 5.848
H -25.479 -7.348 6.964
H -27.839 -4.462 2.097
H -24.288 -10.658 8.754
O -27.304 -8.537 0.892
C -28.551 -12.418 5.124
H -28.331 -10.596 9.867
H -22.305 -11.507 7.367
H -22.536 -4.664 4.367
O -29.503 -13.675 3.226
H -29.577 -14.441 3.799
O -30.906 -9.933 5.010
H -25.083 -7.521 2.596
H -18.731 -6.607 5.895
O -24.943 -10.699 8.054
H -20.885 -7.934 6.496
H -28.017 -2.643 0.959
H -25.627 -2.226 3.763
C -29.548 -8.835 1.838
H -18.624 -6.815 2.843
H -25.189 -12.193 3.385
H -23.660 -8.416 0.576
C -23.691 -10.727 3.345
O -23.914 -6.361 0.444
H -30.687 -9.076 4.637
H -21.346 -2.497 5.289
O -20.531 -11.228 8.224
H -24.276 -3.251 4.311
O -28.364 -13.407 6.154
C -22.928 -3.313 -1.383
C -28.918 -9.067 8.770
H -30.303 -4.960 5.267
H -28.745 -9.720 0.036
H -23.004 -1.399 -0.373
H -23.473 -6.042 -1.877
C -28.538 -9.433 7.277
C -18.195 -7.543 7.774
H -24.841 -6.101 3.483
H -22.257 -8.556 -1.714
H -20.051 -8.966 3.945
H -33.090 -9.487 3.962
O -24.118 -5.978 6.404
H -30.892 -7.057 5.288
H -22.607 -4.329 -1.150
H -34.048 -9.211 5.403
H -24.069 -7.163 5.155
C -19.978 -8.128 3.252
H -29.043 -9.382 2.634
O -21.673 -9.299 6.042
C -25.133 -7.142 3.617
H -28.740 -8.024 9.033
C -27.208 -3.287 0.614
H -21.668 -2.205 1.412
C -33.082 -9.008 4.940
H -20.493 -7.369 3.840
C -21.255 -11.529 7.076
O -25.342 -12.554 5.840
H -25.472 -4.369 7.424
H -20.980 -12.572 6.915
H -24.659 -0.513 4.999
H -28.827 -10.479 7.167
O -21.625 -2.701 0.591
H -33.355 -7.225 4.373
H -23.976 -3.450 -1.647
H -28.945 -7.914 0.051
C -21.663 -4.095 8.386
C -27.594 -4.742 1.072
H -31.169 -5.059 0.546
H -25.143 -11.615 5.831
O -23.149 -6.837 -2.308
C -25.230 -5.851 8.594
H -18.799 -8.345 5.797
H -20.917 -5.180 4.695
H -29.199 -9.052 6.499
O -31.976 -6.968 0.572
H -22.737 -11.253 3.294
H -32.382 -10.790 6.102
O -20.333 -7.249 6.880
H -18.984 -6.080 8.704
O -27.147 -9.257 6.918
H -29.968 -9.294 8.952
O -26.006 -4.916 8.004
H -21.241 -5.843 7.618
C -24.842 -2.341 4.510
```

ORCA calculation (ωB97M-V/def2-TZVPD) on the molecule C6H6O2 at a distorted geometry.

Results
Orbital gap ... 9.480 eV
Relative energy (zero: lowest compared OMol25 entry of this formula, charge and spin) ... 517.4 kJ/mol
LUMO ... -0.4 eV
Strongest force on any atom ... 0.1196 hartree/bohr

```
14
C6H6O2 ωB97M-V/def2-TZVPD
O -0.830 -1.319 -0.463
C 1.568 0.824 -0.169
C 1.042 -0.353 0.595
H -1.228 1.027 1.596
C 1.722 2.034 -0.378
C -1.570 0.508 0.609
C -2.739 0.606 -0.206
H -3.536 1.352 -0.193
C -0.528 -0.407 0.174
H 0.742 -1.975 -0.463
O 1.685 -1.476 -0.114
H 1.111 -0.436 1.689
H 2.352 2.880 -0.507
H -3.246 0.235 -1.254
```

ORCA calculation (ωB97M-V/def2-TZVPD) on a structure of composition C17H30FN4Pd at a distorted geometry.

Results
Orbital gap ... 7.374 eV
Total charge ... +3
Relative energy (zero: lowest compared OMol25 entry of this formula, charge and spin) ... 0.0 kJ/mol
LUMO ... -12.0 eV
Strongest force on any atom ... 0.0207 hartree/bohr

```
53
C17H30FN4Pd ωB97M-V/def2-TZVPD
C -2.489 -1.322 -0.016
F -5.818 0.109 1.804
H 2.395 -0.834 -3.415
C 0.675 -0.200 2.702
H -0.028 -1.797 1.688
H -0.828 3.341 0.340
H 3.185 -0.233 1.123
C 0.134 2.888 0.583
H -5.161 0.779 -0.571
C 0.854 1.228 2.251
C -4.759 -0.347 1.226
C -3.359 -0.386 -0.687
H -2.264 -2.522 1.802
N -0.070 1.007 -1.942
H 0.581 3.488 1.377
C 3.117 -1.266 0.777
C 1.962 -1.985 1.443
H 4.047 -1.743 1.088
H -0.311 -0.311 3.160
H 0.595 0.845 -3.967
H -0.112 -0.612 -3.295
C 0.323 2.460 -1.906
C 3.082 -1.333 -0.752
C 1.042 2.884 -0.640
H -0.923 -2.753 -0.264
H -1.049 1.499 1.531
H -1.071 0.996 -2.116
H 2.213 -2.319 2.451
H 1.859 1.412 1.870
C -2.851 -1.753 1.311
C 0.543 0.232 -3.068
H -1.351 -1.759 -1.756
N -0.109 1.517 1.144
H 1.395 3.904 -0.800
H -4.284 -1.608 2.907
H 3.767 -0.587 -1.150
H 1.940 2.283 -0.459
H 0.688 1.916 3.084
C 1.900 -0.258 -2.630
C -1.458 -1.909 -0.688
H 0.923 2.675 -2.790
H 3.436 -2.307 -1.090
C -3.965 -1.275 1.928
H -3.150 -0.122 -1.718
H 1.378 -1.992 -1.682
Pd 0.304 -0.074 -0.194
H 1.411 -0.480 3.456
H 2.548 0.583 -2.380
H -0.592 3.046 -1.997
N 0.731 -1.141 1.531
H 1.705 -2.879 0.869
C -4.472 0.103 -0.081
N 1.739 -1.087 -1.394
```

ORCA calculation (ωB97M-V/def2-TZVPD) on a cluster of 10 separate species, C58H130N6O10 in total at a distorted geometry.

Results
Orbital gap ... 8.744 eV
Relative energy (zero: lowest compared OMol25 entry of this formula, charge and spin) ... 168.2 kJ/mol
LUMO ... 0.5 eV
Strongest force on any atom ... 0.0657 hartree/bohr

```
204
C58H130N6O10 ωB97M-V/def2-TZVPD
H 2.057 1.723 -2.374
H -5.750 1.371 1.617
H 5.766 0.230 4.383
C 3.952 -5.410 -1.234
H -2.841 1.165 -2.388
H 3.580 0.240 -2.378
H -4.256 4.923 4.769
H -1.981 0.196 -6.663
C -1.870 0.971 -4.641
C 1.587 -4.672 -1.798
H 4.092 1.066 -0.429
H -0.549 2.031 3.559
H -2.053 0.433 2.315
H 2.126 6.925 -1.087
O -3.603 -4.449 5.885
H 4.086 -5.858 -2.238
H 5.685 0.344 -0.979
H -2.679 5.420 -7.032
C 1.331 -4.657 1.395
O 5.422 2.432 2.422
C 3.926 0.971 3.387
H -3.948 2.617 -0.053
H -2.893 1.108 -0.019
C -2.508 1.328 2.789
H -4.456 -4.583 2.131
H -3.933 -2.431 -2.001
H -1.266 5.179 -6.039
H 4.773 -1.472 3.349
C -0.435 -6.595 -0.208
C 1.400 3.924 -4.128
H -3.552 -1.562 3.697
H -3.659 5.165 1.087
C -1.056 2.342 -6.560
H 1.955 3.038 -4.616
H -2.656 -3.032 1.768
H -0.631 -5.521 -0.147
H -1.647 -4.401 2.509
O 2.639 2.466 -2.023
H -0.382 2.705 -5.773
H 2.759 -3.379 0.167
H 5.482 1.972 -0.324
H 1.455 -0.589 -0.262
H 4.430 -4.443 -1.138
H 1.430 -5.354 -2.580
H -1.874 -0.926 -0.724
H -0.309 -2.530 2.374
H 0.430 7.146 -1.090
C -3.212 2.023 0.477
H -3.454 1.819 -7.545
H -3.952 -0.712 -2.170
H 0.157 5.678 -2.917
C 1.908 4.074 -0.404
C 2.573 -4.455 0.498
H 4.961 -1.745 0.721
H -3.992 2.539 -2.549
H -0.994 -2.213 -5.196
H -1.292 -7.193 0.201
C 3.944 -1.378 2.633
H -4.106 0.816 -5.870
H -0.960 2.589 1.989
C 1.207 6.386 -1.285
C -3.660 1.870 1.932
C 1.291 2.998 0.477
H 3.889 5.790 -2.700
H 1.381 -2.949 -3.755
H -0.018 4.891 -0.529
H -4.668 -0.007 1.415
H -1.253 -1.501 6.557
H -2.335 2.661 0.361
H 1.570 6.641 -3.313
H 4.073 4.044 -2.801
N -2.619 -4.188 4.920
H 0.445 -4.183 0.919
H -4.404 5.989 3.339
C -3.155 4.237 2.854
C -4.110 -4.934 3.103
H 2.295 1.820 4.603
H 0.913 -1.985 -1.261
C -0.454 -2.968 -4.613
H -0.573 -5.060 6.106
C 4.416 -0.954 1.260
H 7.185 -0.645 0.871
H -0.037 -3.555 7.005
H 7.136 1.044 1.372
C 0.888 -6.985 0.505
H 3.418 4.244 1.141
C -1.341 0.890 -6.107
C 0.839 -8.428 0.930
H 0.022 -8.511 1.662
C -3.035 1.926 -4.424
H -4.587 -2.460 4.790
C -3.216 2.874 -7.595
C -3.719 5.336 3.902
H 0.407 2.507 0.023
C 4.923 0.916 4.627
N 2.154 -6.753 -0.324
H 3.873 5.247 -0.255
N 4.582 1.313 2.106
C -4.866 0.912 2.044
H 3.412 3.021 3.987
C 5.122 0.943 -0.247
C 2.021 4.600 -2.913
C 2.507 -5.337 -0.748
N -4.069 3.167 2.579
H 3.465 -0.834 0.693
H -5.036 1.969 -5.047
C 1.045 -6.060 1.749
C -1.875 4.692 -6.823
H -3.541 -5.877 2.986
H -0.377 0.434 -6.007
H -1.454 -4.484 7.472
C 1.182 5.899 -2.704
H 1.094 3.308 1.496
O -0.297 -0.315 -1.253
O -2.694 -1.479 -0.654
H 2.258 -0.091 2.484
H 0.043 -6.229 2.295
H 2.589 -0.696 4.134
H -1.327 -1.543 3.377
C 2.932 2.039 3.756
H 0.044 -1.422 0.283
C -3.045 2.107 -2.890
H -4.919 0.602 3.068
H -4.933 -5.116 3.800
O 0.832 -2.455 -4.422
C -4.270 1.260 -4.913
H 5.363 1.919 4.721
C 0.987 5.280 -0.308
H 5.078 3.131 1.817
H 1.352 -4.104 2.326
H -2.539 -1.625 -2.760
H -2.575 -1.292 5.357
C -2.118 -2.009 6.084
C -2.749 5.082 1.678
H 2.186 2.189 2.922
O 2.125 -7.549 -1.577
H -2.321 2.848 -2.554
C -1.028 -2.554 3.189
H -4.093 3.458 -7.703
H -2.141 -0.029 -4.261
O -3.854 4.053 -4.941
H -2.474 6.067 1.920
H -0.441 -3.952 -5.032
H -3.627 4.812 -4.421
H 3.027 -7.865 -1.522
H -1.252 4.329 3.754
H 0.138 -0.096 -2.066
C 5.208 0.343 1.167
H -2.741 3.035 -8.522
H 1.302 4.654 -4.926
C -0.895 -4.120 6.580
H 3.417 -4.849 1.087
H 4.536 -6.080 -0.579
H -2.857 5.956 4.134
H 3.591 4.988 -4.253
H 0.511 -9.200 0.138
H 4.414 0.784 5.550
C -1.997 3.598 3.626
H -2.854 1.098 3.835
N -2.701 3.281 -5.070
C -1.574 -3.358 5.453
H -0.272 -6.884 -1.282
H -4.585 0.475 -4.256
H 1.049 5.652 0.702
H 0.581 -4.386 -1.474
H -0.625 2.227 -7.614
H -2.398 3.224 4.563
C 0.578 -1.131 -0.597
H 1.792 -8.761 1.330
H 3.486 -2.318 2.712
C -3.303 -1.553 -1.972
C -2.135 -3.422 2.651
C -0.448 -3.146 4.464
O 1.795 -0.084 -3.361
H -5.917 3.672 2.765
H -0.992 1.304 -4.070
C -1.402 2.392 2.971
C -4.099 -2.490 3.841
N 1.725 3.599 -1.770
C 3.368 4.316 0.052
H 6.770 -0.072 2.529
C 3.044 -0.301 3.205
H -4.114 -3.634 6.084
O -5.344 3.615 2.023
H 3.899 3.478 -0.407
C 3.123 -0.528 -3.027
H 1.944 -6.358 2.349
H 2.983 -1.391 -2.515
C 6.654 0.099 1.469
H -2.836 -2.170 6.936
H -0.926 -3.069 -3.611
H 0.415 3.627 -3.808
H 2.049 -3.738 -2.081
H 3.707 -0.596 -3.923
H -1.944 4.533 1.166
H 2.008 2.194 0.491
H 0.302 -2.457 4.918
H -4.946 -2.448 3.136
C -3.260 -3.757 3.638
C 3.488 4.880 -3.134
C -2.274 3.289 -6.488
H -1.331 4.742 -7.751
H -0.068 -4.132 4.282
H 1.335 -0.692 -3.928
```

ORCA calculation (ωB97M-V/def2-TZVPD) on the molecule C3H7ClNOP at a distorted geometry.

Results
Orbital gap ... 8.336 eV
Relative energy (zero: lowest compared OMol25 entry of this formula, charge and spin) ... 150.2 kJ/mol
LUMO ... 0.5 eV
Strongest force on any atom ... 0.0665 hartree/bohr

```
14
C3H7ClNOP ωB97M-V/def2-TZVPD
N -1.033 1.102 1.221
C -0.258 -0.024 -1.083
H -2.725 1.084 -0.793
O -2.791 0.278 -0.275
C 1.666 -0.691 0.191
H 2.778 -0.658 0.394
H 1.783 0.534 -1.613
H -0.462 -0.509 -2.079
H -1.781 1.305 1.914
C 1.138 -0.018 -0.866
Cl -2.209 -1.758 1.305
P -1.311 -0.127 0.186
H 1.101 -1.242 0.894
H -0.106 1.558 1.297
```